Entry 1:
Formula: C8H12N2O
Source: the OMol25 dataset
Level of theory: wB97M-V/def2-TZVPD

Atoms and positions in Å:
O: -0.396 -1.936 2.308
N: 0.693 0.376 -0.058
N: 1.197 -1.104 -0.786
C: -0.760 0.277 2.137
C: 0.018 -0.150 1.055
C: 0.859 1.619 -1.998
C: -0.087 1.299 -0.873
C: -1.530 0.904 -1.125
C: 1.011 -2.156 0.170
C: -0.970 -0.851 2.933
C: 0.167 -1.467 1.217
H: -2.249 1.591 -0.744
H: 1.767 1.965 -1.471
H: -1.630 0.752 -2.155
H: -1.109 1.165 2.413
H: 2.144 -0.814 -0.950
H: 1.949 -2.654 0.391
H: 1.247 0.725 -2.500
H: -0.051 2.006 -0.025
H: 0.480 2.423 -2.726
H: -1.713 -0.060 -0.754
H: -1.445 -0.941 3.839
H: 0.407 -2.970 -0.296

Calculated values
E_HOMO	-7.578	eV
LUMO	1.026	eV
structure (SMILES)	CC(C)N1NCc2occc21
orbital gap	8.604	eV
net charge	0

Charges obtained by Mulliken population analysis, quoted in units of e: -0.461 -0.092 -0.473 -0.913 0.625 -1.469 0.781 -1.530 -0.421 -0.644 0.019 0.304 0.403 0.509 0.628 0.301 0.300 0.357 0.342 0.334 0.388 0.537 0.177



Entry 2:
Formula: CH3IOS2
Source: the OMol25 dataset
Level of theory: wB97M-V/def2-TZVPD

Atoms and positions in Å:
I: -1.027 0.687 -3.994
S: -1.299 2.795 -3.040
S: 1.319 0.344 0.959
O: 2.125 -0.769 1.409
C: 2.278 1.074 -0.401
H: 2.624 2.043 -0.374
H: 2.946 0.307 -0.618
H: 1.489 1.203 -1.194

Calculated values
E_HOMO (alpha / beta)	-9.401 / -8.532	eV
LUMO (alpha / beta)	-0.854 / -2.829	eV
orbital gap (alpha / beta)	8.547 / 5.703	eV
net charge	0

Charges obtained by Mulliken population analysis, quoted in units of e: 0.173 -0.189 0.346 -0.439 -0.618 0.330 0.274 0.123



Entry 3:
Formula: C5H7BrN2
Source: the OMol25 dataset
Level of theory: wB97M-V/def2-TZVPD

Atoms and positions in Å:
Br: 3.318 0.531 -0.107
N: -0.963 0.084 -0.295
N: -1.254 0.943 0.568
C: 1.671 -0.344 -0.187
C: 1.455 -1.562 0.299
C: -0.959 -1.245 -0.148
C: 0.088 -2.046 0.094
C: -1.127 2.302 0.015
H: -0.131 2.768 0.314
H: 2.221 -2.253 0.867
H: -1.945 -1.722 -0.238
H: 0.868 0.218 -0.626
H: -1.686 2.958 0.629
H: -1.428 2.481 -1.123
H: -0.129 -3.111 -0.064

Calculated values
E_HOMO	-8.229	eV
LUMO	0.120	eV
structure (SMILES)	C/N=N/C=C\C=C\Br
orbital gap	8.349	eV
net charge	0

Charges obtained by Mulliken population analysis, quoted in units of e: -0.157 -0.095 -0.307 -0.568 0.025 -0.008 -0.520 -0.620 0.253 0.287 0.310 0.480 0.330 0.263 0.328



Entry 4:
Formula: C43H51BFeI2N4O3P3
Source: the OMol25 dataset
Level of theory: wB97M-V/def2-TZVPD

Atoms and positions in Å:
I: 3.385 -1.612 3.413
I: 3.156 1.365 -0.002
Fe: 1.271 -0.212 0.273
P: 0.040 -1.251 -1.674
P: 2.172 -2.480 -0.160
P: -1.034 2.161 2.163
O: -2.227 1.309 -0.746
O: -0.364 1.903 0.722
O: -0.556 2.662 -1.579
N: 0.119 2.948 2.928
N: -2.383 3.004 2.057
N: 1.044 -2.592 -1.428
N: -1.275 0.737 2.897
C: 1.305 4.964 3.264
C: -3.199 4.554 0.482
C: -2.585 -1.424 -2.624
C: -2.315 -0.260 2.467
C: -2.500 1.611 -2.087
C: 0.171 -1.299 -4.465
C: 2.691 -6.443 0.656
C: -1.496 2.413 -2.582
C: -3.836 -2.015 -2.728
C: 1.077 0.670 -3.400
C: -3.581 1.659 -4.168
C: -3.783 2.532 1.771
C: 0.428 -0.564 -3.304
C: 1.467 1.163 -4.642
C: 5.201 -1.729 -2.795
C: 2.140 -4.103 0.618
C: -3.154 -3.744 -1.196
C: -4.367 3.612 0.827
C: 6.206 -2.468 -0.737
C: 4.272 0.195 3.749
C: -4.118 -3.179 -2.022
C: -1.482 2.859 -3.877
C: 0.560 -0.803 -5.700
C: -0.636 -1.229 3.969
C: -1.900 -3.154 -1.085
C: 3.805 -2.338 -0.926
C: 1.158 3.810 2.281
C: -1.604 -2.002 -1.818
C: 1.228 -5.528 2.341
C: 6.332 -2.019 -2.047
C: 1.030 4.314 4.624
C: -0.148 3.394 4.341
C: 1.902 -6.610 1.789
C: -2.292 4.451 1.700
C: -2.558 2.461 -4.671
C: 1.347 -4.277 1.754
C: -1.845 -1.594 3.092
C: -0.057 -0.012 3.279
C: -3.571 1.211 -2.846
C: 4.948 -2.628 -0.175
C: 2.819 -5.191 0.069
C: 1.206 0.428 -5.789
C: 3.937 -1.883 -2.236
B: -1.045 1.984 -0.495
H: -0.963 -0.933 4.966
H: -2.599 2.789 -5.703
H: 2.081 3.246 2.191
H: -2.357 -0.335 1.379
H: 0.628 0.580 3.878
H: -4.403 1.377 -4.817
H: -1.090 3.943 4.399
H: 0.790 5.033 5.404
H: -5.089 -3.649 -2.121
H: 0.358 -1.377 -6.598
H: -4.359 0.582 -2.438
H: -1.556 -2.294 2.305
H: -5.159 4.161 1.332
H: 0.091 -2.033 4.072
H: -0.687 3.492 -4.257
H: -3.374 -4.651 -0.643
H: 3.448 -5.068 -0.804
H: 0.569 5.746 3.063
H: 3.061 -1.646 -2.827
H: -3.524 5.579 0.305
H: -3.294 0.042 2.827
H: -3.777 1.559 1.301
H: -1.147 -3.605 -0.446
H: -4.336 2.468 2.704
H: -4.796 3.158 -0.065
H: 0.511 -0.338 2.392
H: 7.317 -1.898 -2.486
H: 1.982 2.116 -4.709
H: 1.288 1.248 -2.510
H: 7.091 -2.704 -0.156
H: -2.639 -2.062 3.669
H: -2.670 4.210 -0.412
H: 4.903 0.587 2.958
H: 4.334 0.534 4.776
H: -2.372 -0.521 -3.183
H: 1.504 0.811 -6.759
H: -2.680 5.039 2.530
H: 0.616 -5.659 3.226
H: 3.216 -7.290 0.230
H: -0.211 2.540 5.016
H: 1.896 3.734 4.946
H: -4.589 -1.572 -3.369
H: 0.860 4.116 1.280
H: 4.857 -2.984 0.847
H: 5.298 -1.380 -3.816
H: 0.819 -3.425 2.184
H: 1.120 -3.311 -2.135
H: -1.262 4.756 1.516
H: 1.818 -7.587 2.247
H: 2.297 5.407 3.198
H: -0.329 -2.261 -4.409

Calculated values
multiplicity	6
E_HOMO (alpha / beta)	-12.518 / -13.386	eV
expectation value of S²	8.77
LUMO (alpha / beta)	-4.640 / -5.707	eV
orbital gap (alpha / beta)	7.878 / 7.679	eV
net charge	+2

These are the Mulliken partial charges, in e, on atoms 1 to 99: 0.245 -0.568 -0.672 -0.264 1.330 -1.294 -0.614 0.155 -0.552 1.040 -0.227 0.368 0.195 -0.653 -0.044 -0.954 0.300 0.579 -0.353 -0.699 1.021 -0.829 0.096 -0.944 -0.097 0.879 -0.946 -0.691 0.247 -0.678 -0.828 -0.658 -0.827 -0.947 -1.283 -0.953 -0.894 -0.594 0.458 -0.209 0.851 -0.720 -0.593 -0.745 -0.467 -0.617 -0.639 -0.803 -0.147 -0.688 1.537 -1.195 -0.430 -0.480 -0.665 -0.438 1.922 0.396 0.480 0.066 -0.313 0.420 0.515 0.339 0.403 0.419 0.437 1.149 0.088 0.305 0.410 0.632 0.491 0.479 0.255 0.261 0.594 0.452 -0.080 0.465 0.502 0.382 -1.778 0.417 0.580 -0.223 0.434 0.433 -0.250 0.381 0.387 0.998 0.481 0.471 0.477 0.453 0.281 0.311 0.577



Table of energy above the lowest of the compared OMol25 structures with the same formula, charge and spin (eV), in record order: 4.1328; 2.2199; 2.9726; 0.0000